No. 1
ORCA calculation (wB97M-V/def2-TZVPD) on a structure of composition C26H34CrN10O6P.

Structure (ORCA input):
```
! wB97M-V def2-TZVPD RIJCOSX def2/J DEFGRID3
* xyz 3 5
Cr 0.21 0.83 0.18
C 1.26 -0.14 4.42
O 2.46 0.12 3.58
C 2.00 0.35 2.38
N 0.73 0.38 2.18
C 0.08 0.24 3.50
C -1.06 -0.74 3.47
C -2.18 -0.52 4.26
C -3.23 -1.43 4.27
C -3.17 -2.56 3.47
C -2.05 -2.79 2.68
C -1.00 -1.89 2.68
C 2.93 0.61 1.24
C 4.29 0.83 1.30
C 4.93 1.19 0.11
C 4.21 1.32 -1.08
C 2.85 1.08 -1.02
N 2.25 0.72 0.11
C 1.86 1.20 -2.13
N 0.60 1.10 -1.88
C -0.07 1.05 -3.21
C 1.02 1.63 -4.12
O 2.27 1.36 -3.37
C -1.38 1.79 -3.24
C -2.41 1.32 -4.05
C -3.61 2.03 -4.13
C -3.77 3.20 -3.41
C -2.74 3.68 -2.61
C -1.55 2.97 -2.53
H 1.36 0.48 5.31
H 1.28 -1.20 4.67
H -0.31 1.23 3.77
H -2.24 0.36 4.89
H -4.09 -1.25 4.90
H -3.99 -3.27 3.48
H -1.99 -3.70 2.09
H -0.12 -2.10 2.08
H 4.83 0.76 2.23
H 6.00 1.39 0.11
H 4.68 1.63 -2.00
H -0.23 -0.01 -3.42
H 0.95 2.71 -4.22
H 1.11 1.16 -5.09
H -2.29 0.41 -4.62
H -4.40 1.67 -4.77
H -4.70 3.75 -3.48
H -2.85 4.61 -2.08
H -0.73 3.37 -1.94
N -2.13 0.55 0.39
N -2.77 1.72 0.85
C -2.08 2.88 0.97
N -2.75 3.96 1.33
N -0.78 2.75 0.72
N 0.07 3.83 0.79
O -0.32 4.95 1.06
O 1.22 3.54 0.50
H -2.53 0.28 -0.50
H -2.26 -0.19 1.08
H -3.77 1.70 0.98
H -3.75 3.92 1.50
H -2.25 4.83 1.44
N -0.87 -4.40 -1.78
C 0.63 -4.46 -1.87
P 1.24 -3.27 -0.60
O 1.17 -3.96 0.73
O 0.50 -2.01 -0.91
C 3.07 -3.15 -0.90
N 3.77 -3.84 0.25
H -1.21 -4.86 -0.93
H -1.33 -4.85 -2.58
H -1.15 -3.41 -1.73
H 0.90 -4.17 -2.88
H 0.93 -5.49 -1.68
H 3.39 -2.11 -0.92
H 3.38 -3.62 -1.83
H 4.32 -4.64 -0.06
H 2.98 -4.17 0.88
H 4.39 -3.22 0.76
*
```

Summary:
energy above the lowest of the compared OMol25 structures with the same formula, charge and spin = 0.000 eV

---

No. 2
ORCA calculation (wB97M-V/def2-TZVPD) on a cluster of 8 separate species, C26H34F15N3O10 in total in a non-equilibrium geometry.

Structure (ORCA input):
```
! wB97M-V def2-TZVPD RIJCOSX def2/J DEFGRID3
* xyz 0 1
C 2.61 -2.52 0.76
C 3.50 -3.31 1.70
O 2.93 -4.56 2.10
C 1.96 -4.63 3.01
O 1.62 -3.72 3.71
C 1.17 -5.96 3.01
F -0.02 -5.87 2.45
F 1.90 -6.88 2.36
F 1.03 -6.36 4.28
H 1.67 -2.09 1.11
H 2.43 -3.13 -0.12
H 3.15 -1.65 0.39
H 3.79 -2.75 2.59
H 4.44 -3.64 1.25
C -1.07 3.60 -0.97
C -0.96 4.96 -0.34
O -1.30 4.82 1.05
C -0.84 5.62 2.00
O -0.34 6.69 1.81
C -1.11 5.01 3.39
F -0.08 5.17 4.22
F -2.15 5.67 3.91
F -1.44 3.72 3.28
H -0.65 3.48 -1.97
H -2.08 3.21 -1.11
H -0.57 2.85 -0.34
H -1.52 5.78 -0.80
H 0.07 5.33 -0.37
C 2.57 1.10 4.27
C 2.72 0.29 2.97
O 3.07 1.23 1.96
C 2.11 1.91 1.31
O 0.94 1.88 1.51
C 2.66 2.83 0.21
F 2.33 4.09 0.45
F 4.00 2.77 0.16
F 2.24 2.41 -0.98
H 3.48 1.66 4.49
H 2.34 0.47 5.12
H 1.88 1.95 4.19
H 1.76 -0.20 2.82
H 3.42 -0.54 3.00
C -2.05 -3.48 -1.86
C -2.70 -3.61 -0.47
O -2.34 -2.58 0.46
C -1.18 -2.68 1.14
O -0.50 -3.66 1.21
C -0.85 -1.37 1.89
F -0.01 -0.67 1.11
F -1.92 -0.66 2.19
F -0.24 -1.73 3.01
H -2.25 -4.39 -2.42
H -0.97 -3.33 -1.84
H -2.46 -2.61 -2.38
H -2.48 -4.59 -0.03
H -3.78 -3.54 -0.58
C -4.03 0.31 -2.49
C -3.95 -0.39 -1.15
O -3.74 0.52 -0.07
C -4.78 1.14 0.48
O -5.91 0.92 0.14
C -4.44 2.05 1.70
F -5.21 1.78 2.74
F -3.15 1.91 2.05
F -4.60 3.31 1.29
H -5.04 0.67 -2.69
H -3.71 -0.30 -3.33
H -3.31 1.13 -2.38
H -3.11 -1.07 -1.20
H -4.86 -0.97 -1.00
C 0.02 -3.12 -5.10
C -0.77 -1.92 -4.73
N -1.39 -1.02 -4.39
H -0.27 -3.96 -4.47
H 1.08 -2.95 -4.93
H -0.24 -3.33 -6.14
C 5.26 2.49 -4.60
C 3.85 2.19 -4.42
N 2.75 1.91 -4.25
H 5.37 3.54 -4.87
H 5.65 1.78 -5.32
H 5.78 2.31 -3.66
C 0.24 0.33 -2.02
C 0.84 -1.00 -2.10
N 1.33 -2.04 -2.21
H 0.65 0.85 -2.90
H 0.57 0.84 -1.12
H -0.85 0.30 -2.08
*
```

Summary:
structure (SMILES) = CCOC(=O)C(F)(F)F.CCOC(=O)C(F)(F)F.CCOC(=O)C(F)(F)F.CCOC(=O)C(F)(F)F.CCOC(=O)C(F)(F)F.CC#N.CC#N.CC#N
total energy = -93221.30171 eV